The following is a DFT calculation (wB97M-V/def2-TZVPD) of the molecule C8H6 at a distorted geometry.

Orbital gap (eV): 7.5
Structure (SMILES): C#CC1=CC=CC1=C

Bonds (Å) are listed after each position.
Geometry (Å):
1 C 0.4600 2.2464 -2.1880  C2 1.310, H9 1.332
2 C 0.1120 1.2863 -1.3682  C1 1.310, C3 1.523
3 C -0.1793 0.2956 -0.2488  C2 1.523, C4 1.383, C7 1.399
4 C -0.7190 0.7287 0.9489  C3 1.383, C5 1.394, H10 1.051
5 C -0.7540 -0.2491 1.9414  C4 1.394, C6 1.361, H11 1.103
6 C 0.1435 -1.2143 1.6027  C5 1.361, C7 1.547, H12 1.183
7 C 0.2847 -0.9826 0.0799  C3 1.399, C6 1.547, C8 1.374
8 C 0.5148 -1.8638 -0.9485  C7 1.374, H13 1.045, H14 1.221
9 H 0.6378 3.5138 -2.5574  C1 1.332
10 H -0.7626 1.7756 0.8672  C4 1.051
11 H -1.3535 -0.2105 2.8668  C5 1.103
12 H 0.7875 -2.0452 2.1453  C6 1.183
13 H 0.9199 -1.5800 -1.8689  C8 1.045
14 H 0.5943 -2.9365 -0.3697  C8 1.221